Below is C16H18F4IrN3O as an isolated structure, with properties calculated with ωB97M-V/def2-TZVPD.

```
! RIJCOSX wB97M-V def2-TZVPD def2/J DEFGRID3
* xyz 3 2
Ir 0.73026 -0.01664 -0.23388
C 1.76315 2.78638 -0.04195
N 0.49254 2.00601 -0.01131
C -0.43194 2.57650 -1.03885
C -0.15384 2.14557 1.34570
C 0.52510 1.25569 2.37577
N 0.69970 -0.05468 1.71955
C 0.86034 -1.25009 2.31028
C 1.03880 -2.40086 1.50162
F 1.02462 -2.21272 0.12890
C 1.16604 -3.65068 2.01023
F 1.30649 -4.68052 1.22546
C 1.14044 -3.85332 3.42109
C 0.98148 -2.77789 4.25772
F 0.95791 -2.90867 5.55600
C 0.84372 -1.48846 3.73605
F 0.72404 -0.47506 4.54464
H 1.52308 3.83863 0.11461
H 2.24388 2.67846 -1.01050
H 2.43391 2.45780 0.74793
H -0.65805 3.61220 -0.78101
H -1.36155 2.01023 -1.05860
H 0.05169 2.55143 -2.01161
H -1.19909 1.84967 1.23804
H -0.12756 3.19372 1.64777
H -0.12068 1.18634 3.24808
H 1.49534 1.63195 2.70747
H 1.24929 -4.85957 3.81311
O 0.32852 -0.14741 -2.29941
C 1.42142 -0.42406 -3.20506
C 2.66966 -0.20879 -2.41483
C 3.91764 -0.24077 -3.01001
C 5.05247 -0.09190 -2.23090
C 4.91495 0.08232 -0.85701
C 3.65331 0.11694 -0.31518
N 2.54806 -0.01569 -1.08129
H -0.54130 -0.29964 -2.69544
H 1.36501 0.24300 -4.06554
H 1.36410 -1.46000 -3.54701
H 3.99022 -0.38807 -4.08024
H 6.03396 -0.11524 -2.68722
H 5.77418 0.19172 -0.20988
H 3.49835 0.25186 0.74619
*
```

Results
HOMO (alpha / beta) ... -19.16 / -19.40 eV

Results of the Mulliken charge analysis, in e, for atoms 1 through 8:
1. Ir 1.768
2. C -1.003
3. N -0.440
4. C -0.894
5. C -0.743
6. C -0.690
7. N -0.266
8. C 0.262



Below is the molecule C16H18N2O3, with properties calculated with ωB97M-V/def2-TZVPD.

```
! RIJCOSX wB97M-V def2-TZVPD def2/J DEFGRID3
* xyz 0 1
O 2.33256 2.76260 1.41634
O 3.29012 -1.39917 -1.31117
N 1.12752 -3.69697 0.15942
O 0.18712 3.07870 2.17866
C 1.19176 2.36669 1.58507
C 2.71147 -2.34301 -0.74800
C 2.09379 -4.48688 -0.22103
C -0.59951 -1.35381 0.79650
C 1.40144 -0.04264 0.61749
C -1.24498 -0.23044 1.35228
C 0.75801 1.03179 1.20240
C 0.75926 -1.27865 0.38813
C -0.55747 0.97054 1.54601
N 1.46679 -2.39765 -0.12671
C 2.05667 -5.97358 -0.00147
C 3.21324 -3.77047 -0.90171
C -2.46010 3.24993 -2.75017
C -1.02347 2.30153 2.02900
C -2.81815 3.44367 -1.27449
C -2.03312 3.01836 1.08778
C -1.71717 2.91716 -0.40544
H -1.14393 -2.26879 0.65751
H 2.45642 0.08275 0.40621
H -2.28129 -0.28265 1.65969
H 2.91950 -6.24549 0.64242
H 2.08921 -6.47629 -0.93194
H 1.14786 -6.26322 0.56891
H 3.26722 -4.08999 -1.92538
H 4.20045 -3.88305 -0.38778
H -2.09194 2.23402 -2.96551
H -1.71908 3.97249 -3.06889
H -3.36549 3.38122 -3.38197
H -1.48759 2.20516 3.02177
H -3.05402 4.50240 -1.07678
H -3.71648 2.86454 -1.09122
H -2.00765 4.08221 1.39784
H -3.03601 2.61366 1.21786
H -0.86051 3.52878 -0.67153
H -1.45244 1.87458 -0.69008
*
```

Results
Energy above the lowest of the compared OMol25 structures with the same formula, charge and spin ... 57.2 kcal/mol
HOMO ... -8.62 eV
SMILES string ... CCCC[C@@H]1OC(=O)c2cc(N3N=C(C)CC3=O)ccc21

Results of the Mulliken charge analysis, in e, for atoms 1 through 8:
1. O -0.614
2. O -0.632
3. N -0.829
4. O -0.378
5. C 0.015
6. C 0.051
7. C 0.403
8. C -0.564



These records have maximum force values of 0.009 0.070 hartree/bohr, in the order they appear.